(1)
The following is a quantum chemistry calculation of a structure of composition C21H34ClN9O6Rb, from the Open Molecules 2025 dataset.

Each line ends with the Mulliken charge.
Geometry (Å):
Rb (0.503, 0.037, -0.965)  0.8027
Cl (1.104, 2.744, -2.380)  1.5569
O (0.760, 1.839, -3.452)  -0.6155
O (1.257, -2.313, -3.329)  -0.7642
O (-0.067, 2.910, -1.525)  -0.5358
O (1.552, 4.001, -2.869)  -0.7177
O (0.937, -2.515, -1.122)  -0.5709
O (2.134, 2.087, -1.571)  -0.6704
N (-2.556, 0.645, -2.160)  -0.3907
N (1.239, 1.727, 1.504)  0.6516
N (-3.145, 2.746, -2.519)  0.3435
N (-5.661, 8.916, -1.418)  -0.5491
N (1.870, -1.162, 1.637)  0.2710
N (-1.747, -2.526, -1.634)  -0.1799
N (-1.870, 1.391, 1.547)  0.5945
N (-0.779, -2.971, -2.570)  -0.3207
N (-1.265, -1.463, 1.464)  0.6200
C (-4.236, 5.796, -0.758)  -0.9595
C (-2.044, 1.065, -3.366)  -0.8008
C (2.320, 1.172, 2.296)  -1.1353
C (0.377, -2.931, 2.614)  -0.6122
C (-3.712, 4.537, -0.983)  0.3114
C (1.719, -2.563, 1.986)  -1.0720
C (-0.456, 3.166, 2.623)  -0.9408
C (-2.331, -0.913, 2.255)  -1.2115
C (-1.737, 2.796, 1.880)  -0.4025
C (-4.618, 6.061, -3.131)  -0.8536
C (-0.836, -2.830, 1.701)  -0.7499
C (-2.025, 0.514, 2.689)  -0.5806
C (0.593, -2.597, -2.321)  0.3389
C (-4.112, 4.794, -3.354)  -0.5026
C (-3.216, 1.668, -1.689)  -0.7116
C (-5.225, 7.869, -1.604)  0.0670
C (-2.420, 2.342, -3.622)  -0.2864
C (0.817, 3.085, 1.794)  -0.8654
C (2.070, -0.261, 2.739)  -0.6290
C (-4.687, 6.559, -1.833)  0.5071
C (-3.659, 4.033, -2.281)  0.6846
H (-3.309, -0.955, 1.739)  0.2643
H (-0.572, 4.199, 2.973)  0.5063
H (1.163, -0.278, 3.350)  0.1632
H (1.611, 3.645, 2.313)  0.3977
H (-0.356, 2.568, 3.535)  0.3401
H (-2.809, 0.872, 3.389)  0.3018
H (0.465, -3.970, 2.958)  0.4686
H (-0.598, -3.269, 0.730)  0.2934
H (2.581, -1.067, 0.917)  0.3215
H (-2.457, -1.517, 3.161)  0.4980
H (-1.397, 0.439, -3.956)  0.4563
H (-4.080, 4.387, -4.353)  0.4967
H (-4.276, 6.190, 0.247)  0.4576
H (-1.011, -2.744, -3.530)  0.2383
H (-2.643, 1.254, 0.907)  -0.0648
H (3.282, 1.229, 1.762)  0.2709
H (1.846, -3.129, 1.062)  0.3390
H (-3.318, 3.962, -0.160)  0.1120
H (-1.751, 3.363, 0.943)  -0.2084
H (0.203, -2.342, 3.523)  0.2413
H (-2.152, 3.034, -4.398)  0.3792
H (2.513, -2.874, 2.693)  0.3936
H (-1.655, -3.428, 2.141)  0.2903
H (-1.406, -1.332, 0.472)  -0.2044
H (2.905, -0.577, 3.399)  0.3397
H (-1.078, 0.495, 3.233)  0.2148
H (0.653, 3.597, 0.841)  0.2954
H (-2.418, -3.268, -1.476)  0.2102
H (2.444, 1.786, 3.196)  0.4667
H (1.434, 1.656, 0.519)  -0.2986
H (-4.970, 6.658, -3.960)  0.4477
H (-3.812, 1.711, -0.792)  0.8108
H (-2.235, -1.696, -1.963)  0.2073
H (-2.594, 3.148, 2.493)  0.4322

2S+1	1
E	-2248.9838	Eh
maximum force	1.088	eV/Å
orbital gap	7.0920	eV
energy above the lowest of the compared OMol25 structures with the same formula, charge and spin	30.3	kcal per mole
net charge	-1

(2)
The following is a quantum chemistry calculation of a cluster of 4 separate species, C21H34FIO12 in total, from the Open Molecules 2025 dataset.

Each line ends with the natural charge from an NBO analysis.
Geometry (Å):
I (1.910, -1.145, -1.241)  0.0268
F (1.469, 1.221, 1.653)  -0.3724
O (-3.349, -2.977, -4.603)  -0.4848
O (-2.660, -0.820, -4.542)  -0.5807
O (-0.158, 3.986, 7.214)  -0.4896
O (5.558, -3.677, -6.510)  -0.4885
O (-0.750, -0.406, 0.028)  -0.5554
O (-1.974, 2.160, -1.380)  -0.5530
O (4.866, -3.745, -4.372)  -0.4893
O (4.659, -5.585, -5.679)  -0.5697
O (0.001, -2.012, 1.479)  -0.5216
O (-2.396, 4.115, 7.408)  -0.4888
O (-1.289, 5.627, 6.134)  -0.5636
O (-1.349, -2.469, -3.708)  -0.4970
C (-1.872, 1.215, -2.468)  -0.0711
C (-0.918, 3.896, -0.009)  -0.6445
C (-2.822, 2.526, 9.185)  -0.6259
C (-2.471, -1.978, -4.309)  0.9739
C (-3.597, -5.297, -3.955)  -0.6261
C (-0.563, 0.278, -2.432)  -0.5128
C (0.224, 2.270, 3.784)  -0.6216
C (-1.011, 3.228, -1.490)  -0.0750
C (5.607, -2.539, -4.539)  0.0588
C (4.996, -4.446, -5.534)  0.9646
C (5.545, -2.339, -6.026)  -0.0954
C (-0.545, 3.114, 8.270)  -0.0957
C (-0.050, -0.783, 1.205)  0.7623
C (0.126, 0.154, -0.983)  0.0259
C (4.985, -1.408, -3.748)  -0.6267
C (-2.651, -4.204, -4.402)  0.0593
C (-1.639, -3.820, -3.363)  -0.0960
C (0.631, 0.213, 2.249)  0.1144
C (-0.462, 0.945, 3.196)  -0.4385
C (-1.993, 2.866, 7.966)  0.0599
C (-1.282, 4.668, 6.848)  0.9627
H (4.621, -1.860, -6.363)  0.1842
H (-2.034, -3.837, -2.342)  0.1919
H (0.218, 3.128, 3.014)  0.2307
H (6.399, -1.778, -6.409)  0.2040
H (-4.386, -5.445, -4.697)  0.2303
H (3.955, -1.225, -4.066)  0.2234
H (1.312, 2.079, 4.065)  0.2183
H (-3.067, -6.242, -3.813)  0.2247
H (0.025, 2.887, -1.863)  0.1637
H (-2.524, 1.564, 9.608)  0.2216
H (-1.812, 4.616, 0.103)  0.2185
H (1.317, -0.426, 2.912)  0.2094
H (-1.978, 1.697, -3.513)  0.1915
H (-4.094, -5.029, -3.019)  0.2192
H (4.943, -1.665, -2.687)  0.2295
H (0.082, 4.398, 0.191)  0.2206
H (-1.330, 4.071, -2.210)  0.1744
H (-2.719, 3.295, 9.957)  0.2186
H (-1.141, 3.025, 0.717)  0.2146
H (0.049, 2.198, 8.255)  0.2044
H (6.631, -2.722, -4.197)  0.1827
H (0.525, 1.158, -0.618)  0.2144
H (5.558, -0.485, -3.864)  0.2221
H (-3.882, 2.484, 8.926)  0.2311
H (0.144, 0.649, -3.253)  0.2338
H (-0.739, -4.436, -3.407)  0.2139
H (-0.383, 2.660, 4.680)  0.2139
H (-2.779, 0.509, -2.363)  0.2048
H (-0.381, 3.631, 9.221)  0.1852
H (-1.352, 1.251, 2.549)  0.2241
H (-2.175, -4.480, -5.349)  0.1861
H (-0.921, -0.791, -2.713)  0.2643
H (-0.735, 0.198, 4.027)  0.2238
H (-2.120, 2.097, 7.196)  0.1820

2S+1	1
E	-2120.9627	Eh
maximum force	4.997	eV/Å
orbital gap	9.6476	eV
structure (SMILES)	CCOCC[C@H](I)OC(=O)[C@@H](F)CC.C[C@@H]1COC(=O)O1.C[C@@H]1COC(=O)O1.C[C@@H]1COC(=O)O1

(3)
The following is a quantum chemistry calculation of the molecule C21H34N2O3S, from the Open Molecules 2025 dataset.

Each line ends with the natural charge from an NBO analysis.
Geometry (Å):
S (3.237, -0.445, -2.715)  0.4094
O (-1.255, 2.944, 2.395)  -0.4998
O (-2.720, 1.482, -1.454)  -0.6134
O (-3.239, 0.080, -0.173)  -0.5455
N (-0.273, -1.671, -2.726)  -0.4023
N (2.383, -1.767, -0.605)  -0.4386
C (-1.040, -1.902, -1.316)  -0.2203
C (-2.393, 0.693, -0.791)  0.7898
C (-1.093, 0.286, 3.746)  -0.4044
C (1.122, -2.218, -2.570)  -0.3288
C (-0.062, 0.930, -1.594)  -0.4294
C (-1.576, 1.772, 1.805)  0.1081
C (3.884, -0.822, 1.059)  -0.1987
C (-2.251, 0.740, 2.715)  -0.3703
C (-0.693, 1.564, 4.559)  -0.3663
C (4.250, -2.496, 1.674)  -0.5822
C (2.056, -1.404, -1.929)  0.0186
C (3.529, -0.843, -0.184)  0.0148
C (-0.969, 0.547, -0.569)  -0.1474
C (4.094, -0.361, -1.179)  -0.3726
C (-5.384, 1.110, 0.363)  -0.6220
C (-4.842, 0.151, -0.513)  -0.0483
C (-0.674, 1.283, 0.797)  -0.4434
C (2.671, -0.515, 2.206)  -0.6017
C (-0.243, 2.696, 3.275)  -0.0456
C (-0.717, -0.964, -0.221)  -0.4416
C (-0.309, -0.158, -3.034)  -0.1773
H (0.956, 0.869, -1.457)  0.2185
H (4.902, 0.302, -1.022)  0.2303
H (3.401, -3.084, 1.312)  0.2324
H (-2.153, -2.114, -1.592)  0.1847
H (-1.434, -1.377, 0.620)  0.2245
H (0.052, 3.452, 3.816)  0.1718
H (3.112, -0.738, 3.291)  0.2092
H (4.655, -2.428, 2.621)  0.2033
H (-5.218, 0.905, 1.298)  0.2042
H (0.328, -0.104, -3.665)  0.1480
H (0.289, -1.305, 0.043)  0.2531
H (-4.995, 0.427, -1.663)  0.2213
H (1.429, -2.108, -3.639)  0.1979
H (-1.512, 1.837, 5.099)  0.1905
H (4.826, -0.314, 1.535)  0.2331
H (0.692, 2.361, 2.824)  0.1519
H (-2.440, 2.204, 1.030)  0.1730
H (-6.585, 1.017, 0.282)  0.2235
H (-0.433, 1.746, -2.133)  0.2369
H (-1.402, -0.059, -3.065)  0.2139
H (0.048, 1.451, 5.012)  0.1556
H (-2.404, -0.126, 2.055)  0.2142
H (-0.300, -0.205, 3.220)  0.2004
H (-5.204, -0.828, -0.341)  0.1972
H (0.354, 0.875, 1.177)  0.2046
H (0.911, -3.251, -2.481)  0.2481
H (2.546, 0.528, 2.158)  0.1959
H (-1.556, -0.678, 4.293)  0.1895
H (-2.945, 0.960, 3.160)  0.1540
H (-0.799, -2.805, -1.150)  0.1777
H (1.794, -1.174, 1.908)  0.2300
H (-4.875, 2.250, 0.155)  0.2338
H (5.064, -2.781, 0.955)  0.1935
H (-0.215, 2.048, 0.186)  0.2432

2S+1	1
E	-1553.3576	Eh
maximum force	19.696	eV/Å
orbital gap	8.6938	eV
energy above the lowest of the compared OMol25 structures with the same formula, charge and spin	439.6	kcal per mole
structure (SMILES)	CCOC(=O)C1(C[C@H]2CCCCO2)CCN(Cc2nc(C(C)C)cs2)CC1

(4)
The following is a quantum chemistry calculation of a structure of composition C21H35As2N2O3PtS, from the Open Molecules 2025 dataset.

Each line ends with the natural charge from an NBO analysis.
Geometry (Å):
Pt (-0.600, 0.586, -0.481)  0.4056
As (-2.020, 1.188, -2.225)  1.1932
As (-1.146, 2.685, 0.407)  1.2079
S (2.155, 0.687, 0.365)  2.3862
O (0.861, 0.132, 0.979)  -1.0136
O (2.308, 2.075, 0.715)  -0.9736
O (2.155, 0.351, -1.049)  -0.9998
N (-1.276, -2.352, -0.609)  -0.4700
N (-0.282, -1.438, -1.119)  -0.6567
C (-0.998, 1.992, -3.651)  -0.9468
C (5.142, -0.432, 2.786)  -0.2114
C (0.072, -4.365, -0.930)  -0.6250
C (-1.609, 2.509, 2.266)  -0.9472
C (-1.942, -4.323, 0.548)  -0.6067
C (3.688, -1.534, 0.699)  -0.1220
C (4.152, 0.318, 2.175)  -0.1533
C (-3.182, 2.596, -1.609)  -0.3558
C (0.102, 4.148, 0.342)  -0.9404
C (-2.758, 3.289, -0.476)  -0.3829
C (0.152, -3.171, 1.284)  -0.6325
C (-4.346, 2.973, -2.267)  -0.1946
C (-4.668, 4.734, -0.658)  -0.1958
C (-5.091, 4.039, -1.783)  -0.1773
C (-3.101, -0.146, -3.094)  -0.9515
C (3.427, -0.243, 1.133)  -0.3944
C (-3.501, 4.365, -0.005)  -0.1328
C (5.418, -1.734, 2.374)  0.0204
C (6.510, -2.526, 3.037)  -0.6353
C (-0.719, -3.541, 0.081)  0.0951
C (4.679, -2.272, 1.323)  -0.2238
H (4.892, -3.278, 0.984)  0.2168
H (-0.744, 2.097, 2.785)  0.2661
H (-4.679, 2.443, -3.151)  0.2218
H (6.487, -3.570, 2.730)  0.2202
H (-1.631, -5.215, 1.090)  0.2261
H (6.417, -2.485, 4.123)  0.2279
H (-0.436, 5.090, 0.442)  0.2386
H (-0.252, -1.563, -2.125)  0.3876
H (0.351, -5.321, -0.488)  0.2314
H (-2.456, -0.960, -3.419)  0.2504
H (3.142, -1.946, -0.141)  0.2095
H (-2.555, -4.624, -0.301)  0.2235
H (0.651, 4.114, -0.595)  0.2595
H (-0.476, 1.211, -4.202)  0.2510
H (-0.528, -4.559, -1.820)  0.2222
H (-2.455, 1.834, 2.367)  0.2503
H (0.814, 4.016, 1.154)  0.2761
H (-0.420, -2.595, 2.014)  0.2169
H (5.715, 0.002, 3.597)  0.2215
H (7.489, -2.120, 2.777)  0.2326
H (-1.857, 3.486, 2.679)  0.2409
H (-1.661, 2.540, -4.319)  0.2457
H (1.001, -3.874, -1.232)  0.2009
H (1.028, -2.579, 1.016)  0.2096
H (0.649, -1.671, -0.771)  0.4062
H (-2.555, -3.722, 1.225)  0.2088
H (-5.252, 5.565, -0.286)  0.2341
H (-3.590, 0.282, -3.968)  0.2464
H (-0.262, 2.665, -3.216)  0.2554
H (-3.843, -0.531, -2.398)  0.2591
H (-3.182, 4.914, 0.873)  0.2132
H (3.943, 1.331, 2.487)  0.2418
H (-6.002, 4.331, -2.287)  0.2345
H (-1.839, -1.821, 0.046)  0.3598
H (0.513, -4.077, 1.771)  0.2280

2S+1	1
E	-6145.3158	Eh
maximum force	0.459	eV/Å
orbital gap	8.8741	eV
energy above the lowest of the compared OMol25 structures with the same formula, charge and spin	7.0	kcal per mole
net charge	+1

Question: E of number 2 (C21H34FIO12)?
Answer: -2120.9627 Eh

Question: What is the 2S+1 in the first record?
Answer: 1

Question: Which of these has the lowest maximum force?
Answer: C21H35As2N2O3PtS